# 1
{"formula": "C30H28BrF9N2SSc", "method": "the ωB97M-V functional and the def2-TZVPD basis", "lumo_ev": 2.5062, "orbital_gap_ev": 7.55, "charge": -1, "spin_multiplicity": 1, "relative_energy_ev": 0.000, "species": ["Sc", "C", "C", "N", "C", "C", "C", "C", "N", "C", "C", "F", "C", "F", "C", "C", "F", "C", "F", "H", "H", "H", "H", "H", "H", "H", "H", "H", "H", "H", "H", "H", "H", "H", "F", "C", "C", "F", "C", "F", "C", "S", "C", "F", "C", "F", "C", "C", "C", "C", "C", "C", "H", "H", "H", "H", "H", "H", "H", "H", "H", "Br", "C", "C", "C", "C", "C", "C", "H", "H", "H", "H"], "xyz": [[0.3432, 0.6672, -0.1898], [-2.0562, -0.8106, -2.9783], [-0.7357, -1.5121, -2.7076], [-0.4023, -1.6697, -1.2764], [-1.3891, -2.5723, -0.6085], [-2.5429, -1.9530, 0.1544], [0.9032, -2.3435, -1.1361], [2.0775, -1.5941, -1.6972], [2.1663, -0.2909, -1.0734], [3.2808, 0.4551, -1.2719], [3.3618, 1.6794, -0.5962], [2.2961, 1.9870, 0.1840], [4.3972, 2.5659, -0.6762], [4.3333, 3.7027, 0.0303], [5.4983, 2.2979, -1.4675], [5.4628, 1.1047, -2.1550], [6.4942, 0.7810, -2.9549], [4.4117, 0.2090, -2.0754], [4.5041, -0.9104, -2.8285], [-2.1411, -0.6109, -4.0493], [-2.9155, -1.4193, -2.6807], [-2.1045, 0.1464, -2.4620], [-0.7484, -2.5074, -3.1742], [0.0625, -0.9388, -3.1770], [-1.7872, -3.2476, -1.3758], [-0.8235, -3.1887, 0.0892], [-3.1392, -1.2936, -0.4699], [-3.1979, -2.7489, 0.5242], [-2.1668, -1.3980, 1.0109], [1.0648, -2.4878, -0.0692], [0.8679, -3.3302, -1.6219], [2.9539, -2.2093, -1.4814], [2.0162, -1.5263, -2.7884], [6.3332, 2.9829, -1.5467], [-5.9706, 1.1164, 2.6237], [-4.6898, 1.4349, 2.4075], [-4.0593, 1.0551, 1.2448], [-4.7374, 0.3706, 0.3170], [-2.7391, 1.4033, 1.0544], [-2.1518, 1.0041, -0.0925], [-1.9897, 2.1541, 1.9434], [-0.3696, 2.6584, 1.5840], [-2.6616, 2.4995, 3.1112], [-2.0378, 3.2076, 4.0571], [-3.9788, 2.1551, 3.3423], [-4.5828, 2.5246, 4.4774], [-0.8828, -1.6274, 4.7402], [0.4098, -1.9146, 3.9620], [0.5672, -3.4261, 3.7633], [1.6105, -1.3697, 4.7494], [0.3439, -1.2417, 2.6533], [0.2687, -0.6260, 1.5996], [-0.8502, -2.1087, 5.7245], [-1.7503, -2.0050, 4.1942], [-1.0119, -0.5518, 4.8780], [0.6568, -3.9289, 4.7322], [1.4600, -3.6439, 3.1729], [-0.2987, -3.8367, 3.2372], [1.6896, -1.8755, 5.7179], [1.4978, -0.2970, 4.9199], [2.5365, -1.5279, 4.1931], [-0.6962, 4.2272, -6.1738], [-0.4240, 3.2902, -4.5387], [0.5731, 2.3367, -4.4602], [0.7433, 1.6543, -3.2547], [-0.0412, 1.8803, -2.1170], [-1.0108, 2.8800, -2.2606], [-1.2215, 3.5817, -3.4445], [1.2103, 2.1315, -5.3117], [1.5321, 0.9059, -3.2266], [-1.6307, 3.1532, -1.4127], [-1.9916, 4.3402, -3.5111]], "forces_ev_per_angstrom": [[0.56, -0.08, -0.15], [-0.09, -0.12, 0.04], [0.01, 0.11, 0.08], [-0.23, 0.33, 0.28], [0.05, -0.09, -0.07], [-0.01, 0.17, -0.11], [-0.05, -0.18, -0.09], [0.16, 0.18, -0.02], [-0.20, 0.67, 0.13], [-0.24, -0.37, -0.01], [0.09, 0.12, -0.07], [-0.56, 0.07, 0.31], [0.04, 0.03, 0.03], [0.03, 0.10, 0.04], [0.18, 0.12, -0.02], [-0.07, -0.10, 0.01], [0.11, -0.03, -0.08], [0.08, 0.04, -0.04], [-0.01, -0.12, -0.06], [0.01, -0.02, 0.05], [0.09, 0.06, -0.03], [0.00, 0.02, 0.00], [0.05, -0.08, -0.06], [-0.03, 0.01, 0.04], [0.04, -0.10, -0.06], [-0.04, 0.00, 0.05], [-0.03, 0.00, 0.02], [0.09, 0.02, -0.05], [0.00, 0.06, 0.05], [0.03, 0.02, 0.04], [-0.09, -0.08, 0.00], [0.12, -0.03, 0.01], [0.01, -0.01, -0.09], [-0.12, -0.10, 0.00], [-0.16, -0.05, 0.03], [-0.10, -0.01, 0.02], [0.09, -0.05, -0.13], [-0.04, -0.04, -0.08], [-0.22, -0.06, 0.09], [0.23, -0.21, -0.46], [0.21, 0.03, -0.02], [0.27, -0.22, -0.34], [-0.04, 0.10, 0.16], [0.04, 0.07, 0.08], [0.10, 0.09, 0.15], [-0.05, 0.04, 0.12], [-0.01, 0.00, 0.04], [0.01, 0.07, -0.03], [0.00, -0.07, 0.02], [0.00, 0.01, 0.02], [-0.09, 0.16, -0.21], [-0.16, -0.44, 0.56], [-0.01, 0.03, -0.07], [0.03, 0.01, 0.02], [0.01, -0.05, 0.00], [-0.01, 0.01, -0.05], [-0.03, 0.00, 0.03], [0.05, 0.02, 0.02], [-0.01, 0.03, -0.04], [0.01, -0.06, -0.02], [-0.03, -0.01, 0.03], [-0.02, 0.05, -0.09], [0.00, -0.03, 0.10], [0.00, -0.02, 0.13], [0.03, 0.02, -0.26], [0.00, -0.21, 0.09], [-0.07, 0.18, -0.07], [0.05, -0.07, 0.02], [-0.04, 0.01, -0.01], [-0.01, 0.03, 0.00], [-0.04, -0.03, 0.04], [0.03, 0.00, -0.02]], "lowdin_charge": [0.896, -0.066, -0.244, -0.180, -0.231, -0.081, -0.221, -0.237, -0.057, -0.196, -0.148, 0.007, -0.225, 0.094, 0.045, -0.229, 0.075, -0.140, 0.065, 0.083, 0.070, 0.054, 0.120, 0.088, 0.117, 0.104, 0.046, 0.085, 0.048, 0.098, 0.129, 0.122, 0.109, 0.128, 0.108, -0.154, -0.151, 0.109, -0.246, 0.000, -0.563, 0.639, -0.243, 0.080, -0.150, 0.108, -0.058, -0.643, -0.066, -0.060, -0.147, -0.106, 0.079, 0.080, 0.083, 0.077, 0.081, 0.078, 0.077, 0.087, 0.083, 0.666, -0.711, -0.144, -0.146, -0.222, -0.145, -0.145, 0.092, 0.075, 0.077, 0.092]}

# 2
{"formula": "C3H5ClS2", "method": "the ωB97M-V functional and the def2-TZVPD basis", "lumo_ev": [-4.0483, -4.0954], "orbital_gap_ev": [3.49, 3.46], "charge": 0, "spin_multiplicity": 1, "relative_energy_ev": 5.023, "species": ["C", "C", "C", "S", "S", "Cl", "H", "H", "H", "H", "H"], "xyz": [[-0.4783, -0.4333, 1.4802], [0.7371, -0.2250, 0.6208], [-0.5627, -0.7343, 0.0043], [-0.6652, -2.3050, -0.6978], [-3.8581, 0.5504, -1.2360], [-4.1510, 0.4244, 0.7601], [-0.6258, -1.2234, 2.2061], [-1.0605, 0.4179, 1.7216], [1.0178, 0.7730, 0.3787], [1.5850, -0.8710, 0.4840], [-1.2160, -0.0859, -0.4337]], "forces_ev_per_angstrom": [[0.86, -0.87, 0.50], [-0.63, -0.15, 0.03], [0.97, -1.99, 0.11], [-0.09, 0.46, 0.32], [0.38, -0.31, 0.50], [0.10, 0.00, -0.36], [0.49, -0.21, -0.22], [-0.19, 0.88, 0.21], [-0.19, 0.76, -0.15], [-0.06, -0.60, 0.70], [-1.64, 2.03, -1.64]], "lowdin_charge": [-0.133, -0.117, -0.782, 0.784, -0.032, -0.080, 0.109, 0.081, 0.097, 0.095, -0.021]}

# 3
{"formula": "C54H42BrNO8S2Ti", "method": "the ωB97M-V functional and the def2-TZVPD basis", "lumo_ev": 3.8545, "orbital_gap_ev": 5.18, "charge": -2, "spin_multiplicity": 1, "relative_energy_ev": 0.977, "species": ["Ti", "Br", "C", "C", "C", "C", "C", "C", "C", "C", "C", "C", "H", "H", "H", "H", "H", "H", "C", "C", "C", "O", "C", "C", "O", "C", "O", "C", "C", "C", "C", "C", "C", "C", "C", "C", "C", "C", "C", "C", "O", "C", "C", "C", "C", "C", "C", "C", "C", "C", "C", "C", "C", "H", "H", "H", "H", "H", "H", "H", "H", "H", "H", "H", "H", "H", "H", "H", "H", "H", "H", "H", "H", "H", "H", "H", "H", "H", "H", "H", "H", "S", "C", "C", "C", "C", "C", "C", "S", "H", "H", "H", "H", "O", "C", "O", "C", "C", "C", "C", "C", "C", "N", "O", "O", "H", "H", "H", "H"], "xyz": [[0.9156, 0.4651, -0.5208], [2.5987, 0.7469, 2.1210], [3.1651, 2.5049, 1.7341], [3.8968, 3.1231, 2.7064], [4.3863, 4.4271, 2.4839], [4.1322, 5.0400, 1.2951], [3.3792, 4.3972, 0.2787], [3.1623, 5.0575, -0.9542], [2.4489, 4.4292, -1.9276], [1.9038, 3.1433, -1.7080], [2.0482, 2.4334, -0.5331], [2.8415, 3.0880, 0.4735], [4.1006, 2.6090, 3.6356], [4.9647, 4.9234, 3.2540], [4.5061, 6.0397, 1.0995], [3.5746, 6.0505, -1.0995], [2.2800, 4.9186, -2.8814], [1.3312, 2.7113, -2.5219], [-5.4653, -0.6684, 1.5242], [-4.3883, -0.7812, 0.4682], [-4.9040, -1.4021, -0.8263], [-3.8541, 0.5045, 0.2071], [-2.4380, 0.3942, -0.0108], [-2.1658, -1.1105, 0.2818], [-3.3199, -1.5328, 1.0013], [-0.8486, -1.6682, 0.8660], [0.1631, -1.0184, 0.1454], [-0.5759, -1.5736, 2.3706], [0.7471, -1.7672, 2.7648], [1.0878, -1.7921, 4.1083], [0.1089, -1.6441, 5.0838], [-1.2112, -1.4766, 4.6966], [-1.5556, -1.4427, 3.3503], [-0.8198, -3.1677, 0.5053], [0.1446, -3.6540, -0.3640], [0.1530, -4.9991, -0.7163], [-0.7909, -5.8692, -0.1941], [-1.7481, -5.3866, 0.6924], [-1.7616, -4.0454, 1.0415], [-1.7039, 1.5670, 0.6686], [-0.3607, 1.5373, 0.2719], [-1.8494, 1.5785, 2.1906], [-0.7251, 1.6443, 2.9987], [-0.8387, 1.7465, 4.3795], [-2.0889, 1.7875, 4.9764], [-3.2236, 1.7496, 4.1744], [-3.1049, 1.6646, 2.7946], [-2.2401, 2.9136, 0.1220], [-2.7702, 3.0402, -1.1599], [-3.1805, 4.2757, -1.6428], [-3.0558, 5.4143, -0.8607], [-2.4942, 5.3057, 0.4039], [-2.0907, 4.0680, 0.8840], [-6.1607, 0.1247, 1.2465], [-5.0142, -0.4290, 2.4863], [-6.0130, -1.6083, 1.6073], [-5.7972, -0.8703, -1.1585], [-5.1492, -2.4526, -0.6616], [-4.1559, -1.3359, -1.6163], [-2.2179, 0.5173, -1.0702], [-2.1862, -1.5809, -0.7084], [1.5102, -1.9109, 2.0057], [2.1241, -1.9376, 4.3903], [0.3746, -1.6574, 6.1344], [-1.9863, -1.3530, 5.4443], [-2.5872, -1.3079, 3.0678], [0.8690, -2.9826, -0.7980], [0.8984, -5.3475, -1.4202], [-0.7888, -6.9151, -0.4782], [-2.4891, -6.0572, 1.1130], [-2.5020, -3.6806, 1.7428], [0.2461, 1.6291, 2.5343], [0.0596, 1.7867, 4.9843], [-2.1820, 1.8534, 6.0543], [-4.2089, 1.8039, 4.6244], [-3.9885, 1.6952, 2.1748], [-2.8473, 2.1831, -1.8109], [-3.5888, 4.3434, -2.6441], [-3.3808, 6.3772, -1.2371], [-2.3628, 6.1864, 1.0213], [-1.6406, 4.0048, 1.8678], [-0.2705, 0.6529, -2.6763], [-0.6223, -0.6634, -3.8197], [-1.8246, -0.4667, -4.5104], [-2.2882, -1.3559, -5.4663], [-1.5276, -2.4931, -5.7298], [-0.3412, -2.6971, -5.0518], [0.1741, -1.8016, -4.0843], [1.7142, -2.1213, -3.3452], [-2.4042, 0.4207, -4.2785], [-3.2204, -1.1663, -5.9859], [-1.8587, -3.2158, -6.4688], [0.2566, -3.5770, -5.2577], [3.2746, -2.0108, 0.3695], [3.3526, -1.2899, -0.6070], [2.6154, -0.2398, -0.8297], [4.3903, -1.5360, -1.6669], [4.4521, -0.7483, -2.8098], [5.4022, -1.0146, -3.7895], [6.2896, -2.0646, -3.6347], [6.2070, -2.8317, -2.4852], [5.2694, -2.5952, -1.5013], [7.1627, -3.9479, -2.3092], [7.9238, -4.1990, -3.2319], [7.1469, -4.5546, -1.2535], [3.7504, 0.0657, -2.9174], [5.4326, -0.4123, -4.6872], [7.0332, -2.3002, -4.3818], [5.2086, -3.2146, -0.6189]], "forces_ev_per_angstrom": [[-0.75, 0.80, -1.39], [0.01, -0.16, 0.04], [-0.02, 0.01, -0.08], [0.05, 0.18, -0.04], [-0.02, -0.09, 0.05], [-0.03, 0.01, -0.06], [0.01, 0.09, -0.05], [0.01, -0.05, 0.08], [-0.07, -0.05, -0.05], [-0.07, 0.01, -0.09], [0.19, 0.02, 0.20], [0.01, 0.02, 0.08], [0.00, 0.00, 0.00], [-0.01, 0.00, 0.00], [0.00, 0.00, -0.01], [0.00, 0.00, 0.00], [0.00, -0.01, 0.00], [0.01, 0.02, 0.01], [-0.10, -0.01, 0.02], [0.11, -0.04, -0.04], [-0.02, -0.02, -0.02], [0.03, 0.01, 0.07], [-0.07, 0.01, -0.14], [0.01, -0.01, -0.08], [-0.06, 0.09, -0.04], [0.13, 0.09, -0.06], [-0.25, -0.75, 0.58], [-0.06, -0.08, -0.04], [0.03, -0.03, 0.03], [-0.03, -0.02, 0.00], [0.01, 0.00, -0.05], [-0.02, -0.04, -0.04], [0.05, -0.08, 0.02], [0.04, -0.03, 0.12], [-0.09, -0.02, -0.05], [-0.02, 0.00, 0.00], [-0.01, 0.05, 0.00], [0.02, 0.00, -0.01], [0.01, -0.03, 0.10], [0.14, 0.08, 0.01], [-0.48, 0.29, 0.62], [-0.03, 0.15, 0.06], [-0.01, 0.04, 0.06], [-0.01, 0.04, -0.03], [0.00, 0.00, -0.04], [0.05, -0.01, -0.01], [0.01, 0.00, 0.01], [-0.11, -0.08, -0.06], [0.00, 0.02, 0.03], [0.03, -0.02, 0.03], [0.02, -0.01, 0.03], [0.00, -0.02, -0.04], [0.02, 0.09, 0.06], [-0.02, -0.03, -0.01], [0.01, 0.01, -0.02], [0.01, 0.00, 0.01], [0.02, 0.01, -0.01], [-0.02, 0.01, 0.00], [0.00, -0.01, 0.00], [-0.04, 0.00, 0.00], [0.01, 0.03, -0.04], [0.00, -0.01, -0.01], [0.00, 0.02, 0.00], [0.00, -0.01, 0.01], [0.01, 0.00, -0.01], [-0.01, 0.02, 0.00], [0.06, 0.04, -0.09], [0.01, 0.01, 0.00], [0.01, -0.01, 0.01], [0.00, 0.00, 0.00], [0.02, -0.01, -0.04], [-0.01, -0.01, -0.02], [0.00, -0.01, -0.01], [0.00, 0.01, 0.01], [-0.01, 0.01, 0.00], [0.00, -0.01, 0.00], [-0.02, -0.06, 0.00], [0.00, 0.00, 0.00], [0.01, 0.01, 0.00], [0.00, 0.01, 0.00], [-0.04, 0.00, -0.03], [0.57, 0.19, 0.29], [-0.18, -0.06, 0.23], [-0.06, -0.06, -0.01], [0.09, -0.01, 0.04], [0.02, 0.04, 0.03], [0.04, 0.00, 0.03], [0.07, -0.06, -0.05], [-0.20, 0.01, -0.13], [0.01, 0.00, 0.00], [0.00, -0.01, 0.00], [0.01, -0.02, 0.02], [-0.01, 0.00, -0.01], [-0.02, -0.06, 0.11], [-0.15, 0.21, -0.10], [1.08, -0.62, 0.00], [0.05, -0.09, 0.03], [0.06, 0.08, 0.00], [0.02, -0.04, 0.02], [0.00, 0.09, -0.13], [0.28, -0.34, 0.05], [-0.06, 0.04, 0.10], [-0.27, 0.29, -0.03], [-0.02, -0.05, 0.15], [0.08, 0.00, -0.18], [-0.04, -0.04, -0.01], [0.01, 0.01, 0.00], [-0.01, 0.01, 0.01], [-0.02, 0.01, 0.00]], "lowdin_charge": [0.853, 1.020, -0.548, -0.156, -0.110, -0.066, -0.178, -0.075, -0.094, -0.134, -0.132, -0.194, 0.084, 0.090, 0.099, 0.095, 0.093, 0.027, 0.013, -0.593, 0.024, -0.021, -0.155, -0.126, -0.031, -0.327, -0.247, -0.107, -0.069, -0.093, -0.106, -0.097, -0.028, -0.117, -0.002, -0.065, -0.112, -0.101, -0.029, -0.354, -0.276, -0.136, -0.034, -0.079, -0.114, -0.087, -0.034, -0.096, -0.013, -0.083, -0.115, -0.090, -0.013, 0.092, 0.076, 0.087, 0.088, 0.092, 0.090, 0.072, 0.160, 0.087, 0.100, 0.090, 0.097, 0.104, 0.064, 0.102, 0.087, 0.088, 0.109, 0.043, 0.105, 0.091, 0.093, 0.111, 0.095, 0.096, 0.087, 0.092, 0.119, 0.708, -0.633, -0.183, -0.150, -0.145, -0.163, -0.742, 0.586, 0.075, 0.075, 0.080, 0.074, 0.049, -0.592, -0.247, -0.149, -0.057, -0.057, -0.016, -0.144, 0.068, -0.355, 0.035, 0.057, 0.108, 0.104, 0.108, 0.129]}

# 4
{"formula": "C4H4N2O", "method": "the ωB97M-V functional and the def2-TZVPD basis", "lumo_ev": 0.0707, "orbital_gap_ev": 9.01, "charge": 0, "spin_multiplicity": 1, "relative_energy_ev": 2.933, "species": ["N", "C", "C", "N", "C", "C", "O", "H", "H", "H", "H"], "xyz": [[-1.1958, 1.0134, -1.6611], [-0.1955, 1.0847, -0.9613], [0.7987, 1.2419, -0.0991], [1.1557, 0.4253, 0.9887], [0.5957, -0.6796, 1.2816], [-0.5278, -1.3386, 0.5357], [-0.3932, -1.8014, -0.5737], [-1.1072, 0.4934, -2.5343], [1.4127, 2.1267, -0.2250], [0.9575, -1.2077, 2.1707], [-1.5007, -1.3583, 1.0777]], "forces_ev_per_angstrom": [[0.71, 0.15, 0.42], [-0.52, -0.12, -0.19], [-0.06, 0.16, -0.15], [-0.17, -0.33, 0.02], [0.25, 0.32, -0.06], [0.04, -0.12, -0.38], [-0.21, 0.14, 0.59], [0.03, -0.02, 0.07], [-0.05, -0.10, -0.02], [-0.12, 0.12, -0.11], [0.11, -0.19, -0.19]], "lowdin_charge": [0.170, -0.167, -0.157, 0.047, -0.133, -0.241, 0.053, 0.090, 0.101, 0.111, 0.126]}